Record 1
19
Properties=species:S:1:pos:R:3 method="wB97M-V/def2-TZVPD" homo_lumo_gap_ev="7.65 / 7.51" spin_multiplicity=3 lumo_energy_ev="0.0178 / -3.6987" de_lowest_kcal_mol=87.1 energy_ev=-17485.749
N 1.563 1.452 -0.250
C -1.811 0.706 -0.720
H -1.944 -1.383 -0.206
H 0.371 1.615 1.668
O 0.804 0.743 1.833
O 0.933 2.467 0.016
N 0.564 -2.173 0.117
H -2.824 0.921 -0.385
O -0.199 -2.831 0.793
H 0.468 -0.690 -1.378
O 2.233 1.269 -1.234
O 1.704 -2.489 -0.159
H -1.835 0.543 -1.795
H -1.325 -0.388 1.088
C 1.428 0.395 0.720
H -1.200 1.584 -0.522
C 0.097 -0.915 -0.386
H 2.261 -0.296 0.798
C -1.287 -0.530 0.002

---

Record 2
86
Properties=species:S:1:pos:R:3 method="wB97M-V/def2-TZVPD" total_charge=-1 homo_lumo_gap_ev=6.50 lumo_energy_ev=2.0635 de_lowest_kcal_mol=46.9 energy_ev=-100684.521
N 1.350 -0.355 -6.003
C -3.408 -2.951 -3.759
C -1.269 -2.396 2.996
C -2.371 4.919 -0.729
H 1.028 -1.148 -7.976
H -1.399 -1.325 3.124
H -4.227 -3.550 -4.134
H 5.752 4.709 2.099
N -1.887 3.158 3.661
C -2.432 -2.506 -4.628
H 0.222 -3.750 3.346
C 5.349 3.705 2.137
C -3.951 2.801 -1.435
H 2.837 0.319 -7.262
H -4.054 -2.949 -1.694
H -2.138 -1.615 -0.967
C 5.576 1.385 2.737
H -0.191 4.552 0.497
C -3.596 5.165 -1.319
C -2.710 2.534 -0.835
C 3.545 2.159 1.662
C 1.099 -3.191 1.135
C -1.384 -1.731 -4.119
H -2.515 -2.767 -5.669
O 1.797 0.649 1.078
C -2.246 -1.854 -2.017
C 0.485 -2.219 4.706
I -3.408 0.336 1.088
N -1.298 -1.407 -2.844
H 3.484 4.226 1.196
K -0.010 -0.045 -0.491
H 0.501 -1.132 4.649
H 2.085 -2.179 2.793
C -0.654 2.714 3.486
N 0.238 2.587 0.225
H -4.559 1.941 -1.693
H -0.264 -2.545 5.425
H -5.359 4.245 -2.142
C 0.688 -1.091 -6.958
H 2.961 -0.090 1.785
N -2.420 2.192 4.376
H -1.744 5.756 -0.443
H 0.097 3.239 2.917
H 6.137 0.562 3.160
O 3.844 -0.144 2.271
C 2.024 -5.201 0.175
C -3.321 -2.624 -2.418
C 4.307 1.119 2.219
H 3.341 0.089 -5.563
C -0.364 -1.662 -6.365
H 0.779 -1.236 2.053
N 1.465 2.926 0.790
N -3.759 2.188 4.745
S 1.325 0.355 -3.464
N 0.138 -2.734 3.362
H -3.926 6.182 -1.490
I -4.820 -1.009 3.251
O -2.374 1.256 -0.635
H 7.079 2.860 3.097
C -4.393 4.084 -1.679
C 1.107 -5.070 -0.862
C 2.543 0.431 -6.220
H 2.738 -6.016 0.190
H -0.469 -3.957 -1.728
C 1.114 -2.240 2.299
C 0.214 -4.004 -0.879
C 0.151 -3.002 0.109
H -1.094 -2.313 -6.795
N -1.598 1.203 4.642
C 2.018 -4.247 1.179
H 2.747 -4.309 1.986
N -0.368 -1.279 -5.018
H -1.950 -2.924 3.660
H -4.120 1.262 4.497
H -1.419 -2.668 1.952
H 1.100 -5.800 -1.667
C -1.886 3.628 -0.481
C 6.091 2.667 2.695
C 0.724 -0.449 -4.786
H 2.350 1.478 -5.991
H 1.469 -2.591 4.984
N -0.463 1.518 4.081
C -0.549 3.584 0.130
H -3.796 2.275 5.755
C 4.089 3.441 1.630
C 2.173 1.872 1.130

---

Record 3
102
Properties=species:S:1:pos:R:3 method="wB97M-V/def2-TZVPD" total_charge=-1 homo_lumo_gap_ev="2.66 / 6.92" spin_multiplicity=2 lumo_energy_ev="1.7398 / 1.7401" energy_ev=-112122.826
O 1.810 4.627 3.528
O 2.842 -6.097 -1.619
C -3.083 2.925 1.254
H 1.423 5.116 5.520
O 5.395 -1.160 2.446
C 1.363 3.380 3.339
O -1.401 -4.303 -4.651
O -0.542 -3.022 3.959
C 2.203 4.876 4.797
C 3.579 -0.009 1.630
H 0.910 -1.368 -0.622
F -0.142 -4.237 -0.716
H -7.139 1.704 -3.369
H 5.459 0.851 2.523
C 0.521 -4.760 2.808
O 3.784 2.709 -0.836
H -4.484 1.413 -3.289
C -6.501 0.821 -0.866
H -0.674 0.794 5.785
F 3.280 5.671 4.773
C 2.120 4.300 -0.341
H 2.735 -0.483 2.132
C 2.678 3.496 5.189
O -7.134 1.876 -1.361
H 2.608 5.194 -0.727
O -1.054 -1.186 -0.732
N -1.650 0.512 3.814
H 3.952 1.804 -2.956
C 0.127 -0.902 -0.025
H 2.397 -0.059 -4.451
H -0.507 0.936 0.768
H -1.921 -3.839 -0.463
N -2.487 4.294 1.048
O -5.485 0.564 -1.623
O -7.004 0.071 0.019
F 1.727 0.705 -2.763
H -4.084 2.925 1.685
H 0.266 -1.302 0.980
H 0.357 -4.491 1.765
H 2.526 3.530 6.267
F 1.337 1.070 -0.100
C -1.394 -0.083 -1.510
C -1.759 -5.657 -1.546
O 2.981 3.015 -4.272
O -2.320 -0.031 -2.236
H 1.477 3.870 -1.110
O -1.565 4.439 0.263
H -6.572 3.282 -2.842
O 1.842 2.666 4.434
H -2.670 -1.834 -4.060
H -2.403 2.433 1.949
H -3.996 -1.850 -5.217
O 2.779 -4.759 0.042
N 0.507 -3.385 3.441
H 4.415 -3.965 -2.167
O -5.748 -2.540 -3.616
H -4.123 -0.661 -4.059
H -0.394 -5.271 3.107
O -4.128 -2.878 -2.193
O -2.989 5.248 1.604
C 3.371 -3.736 -1.952
H 4.209 1.576 -4.696
O 4.127 -0.810 0.615
C -0.812 0.020 5.029
O -0.520 0.879 -1.294
C -1.402 -4.533 -3.462
H 1.572 4.615 0.546
H -1.301 -6.318 -0.810
N 3.057 -4.949 -1.128
H -1.214 -0.796 5.629
C 3.474 1.836 -3.935
F -4.256 2.550 -1.745
H -3.050 2.310 0.355
H -2.834 -5.835 -1.521
H 3.753 3.334 5.112
C 4.721 0.062 2.668
H 0.170 -0.318 4.700
O 0.719 2.871 2.375
O 5.481 -2.617 0.660
C -3.742 -1.676 -4.172
H 3.215 0.898 1.147
H 1.444 -5.306 3.008
O -1.256 -3.696 -2.499
O 1.477 -2.641 3.352
C 4.983 -1.654 1.217
N -4.606 -2.451 -3.258
O 3.708 3.311 1.126
C -5.097 1.714 -2.439
C 1.645 2.895 -4.746
H 2.775 -3.792 -2.863
C 2.223 0.947 -4.069
C -1.323 -4.308 -1.245
O 1.348 1.654 -4.835
O -1.396 -5.771 -2.880
C 0.113 0.596 -0.061
N 3.252 3.387 0.008
O -1.358 0.201 2.647
F 4.348 0.048 3.906
C -6.551 2.218 -2.609
O -2.562 1.293 4.139
O 0.894 3.826 -5.149
H 3.150 -2.818 -1.407

---

Record 4
55
Properties=species:S:1:pos:R:3 method="wB97M-V/def2-TZVPD" total_charge=+1 homo_lumo_gap_ev="4.96 / 5.13" spin_multiplicity=6 lumo_energy_ev="-4.5202 / -6.1351" energy_ev=-43819.914
C -2.008 -2.872 -2.602
C 0.731 5.111 0.277
C -1.199 -3.181 -1.495
H -0.929 -6.558 -1.988
N -1.454 -0.092 0.747
C 0.285 1.411 3.670
N -0.108 2.818 0.119
N 1.008 -1.172 0.881
H -0.765 6.643 -0.015
C -1.278 -5.532 -2.142
N -1.045 2.770 6.533
C -0.437 2.249 5.660
C -2.067 -5.207 -3.254
C -0.550 5.578 -0.012
H -2.331 -1.837 -2.793
H 3.281 4.885 0.465
H 1.382 -4.185 -0.503
C 3.376 1.076 -0.160
H 5.592 3.666 0.101
C -0.798 -2.164 -0.556
H 3.412 -3.450 1.080
C 1.454 -3.275 0.081
H -3.748 -1.946 -0.874
C -1.599 4.660 -0.248
H -2.102 2.570 -0.390
H -2.629 1.417 1.704
H 2.687 -0.973 2.151
C -0.895 -4.537 -1.214
N 0.265 1.330 4.961
C -1.779 -1.169 -0.141
N -3.115 -6.897 -4.934
C -2.652 0.518 1.066
C 3.387 3.828 0.309
C -1.327 3.292 -0.189
C 4.570 1.773 -0.145
H -3.152 -3.611 -4.273
N 0.330 1.362 2.474
C 0.489 -2.213 0.080
C 0.926 3.697 0.231
C 2.206 -1.631 1.430
Ru 0.429 0.748 0.552
H 5.471 1.252 -0.392
N 2.206 1.688 0.180
C 2.217 3.057 0.217
C 4.608 3.158 0.094
C 2.506 -2.908 0.929
H 3.370 0.026 -0.453
H 1.569 5.768 0.525
C -3.729 -0.091 0.416
C -2.647 -6.227 -4.118
C -2.443 -3.868 -3.473
H -0.425 -4.848 -0.286
H -4.748 0.288 0.423
C -3.206 -1.202 -0.294
H -2.592 5.004 -0.412

---

Record 5
6
Properties=species:S:1:pos:R:3 method="wB97M-V/def2-TZVPD" homo_lumo_gap_ev=12.05 lumo_energy_ev=0.7781 smiles=O.O de_lowest_kcal_mol=7.2 energy_ev=-4159.629
O 0.944 1.090 0.021
O -0.906 -1.063 0.161
H 1.327 1.612 -0.726
H -0.805 -0.700 -0.761
H -1.855 -1.297 0.244
H 1.035 0.168 -0.220

---

Record 6
20
Properties=species:S:1:pos:R:3 method="wB97M-V/def2-TZVPD" homo_lumo_gap_ev=9.74 lumo_energy_ev=0.6783 smiles="O=CN1C[C@@H]1CS.F/C=C/Cl" energy_ev=-35978.243
H -0.948 -0.273 3.057
C 1.497 0.917 -2.795
H 1.049 0.079 -2.278
C 0.884 -0.903 1.960
S -3.205 -0.860 1.160
O -0.861 0.705 -0.619
H -2.762 0.092 0.322
C 0.157 0.495 0.005
C -1.572 -1.607 1.425
H 1.556 -0.681 2.785
H 1.160 0.572 -0.454
H 1.204 -1.713 1.304
H -1.743 -2.482 2.062
F -0.183 2.369 -2.145
C -0.593 -0.686 2.114
C 0.960 2.127 -2.797
Cl 2.970 0.589 -3.631
H -1.163 -1.966 0.474
N 0.223 0.226 1.351
H 1.370 2.999 -3.300

---

Record 7
41
Properties=species:S:1:pos:R:3 method="wB97M-V/def2-TZVPD" homo_lumo_gap_ev=10.00 lumo_energy_ev=0.7588 smiles=COC[C@H](C)N.CO.CO.CO.CO de_lowest_kcal_mol=66.4 energy_ev=-20457.797
C 3.794 -15.581 5.810
C 3.106 -14.719 6.952
C 5.523 -14.725 1.491
H 0.578 -18.612 3.530
C 3.553 -18.905 1.072
H 4.641 -13.483 7.315
H 2.044 -20.821 -2.813
O 4.893 -14.125 2.594
H -0.437 -18.793 5.548
H 2.068 -22.932 -2.217
H 3.711 -19.960 1.297
H 1.098 -15.620 6.885
C -0.061 -19.720 5.115
C 1.611 -14.659 6.872
O 0.622 -19.495 3.904
H 4.580 -17.712 4.269
N 3.666 -13.434 7.055
H 3.135 -18.650 4.828
H 5.507 -13.483 2.958
H 6.557 -14.874 1.802
H 1.201 -14.138 7.737
H 2.589 -18.561 1.446
H 4.863 -15.426 5.664
H 5.017 -15.686 1.398
H 3.056 -17.199 3.924
O 3.573 -17.000 5.935
O 1.837 -20.988 -1.891
H 3.242 -15.378 7.810
C 2.496 -22.191 -1.541
H 1.233 -14.227 5.945
H 4.259 -18.182 1.480
H 0.687 -20.120 5.800
O 3.611 -18.784 -0.297
H 3.195 -12.955 7.809
H 3.345 -15.314 4.853
H -0.934 -20.369 5.039
H 2.473 -22.620 -0.539
H 2.819 -19.113 -0.730
H 3.520 -22.064 -1.890
H 5.438 -14.070 0.623
C 3.600 -17.668 4.744

---

Record 8
14
Properties=species:S:1:pos:R:3 method="wB97M-V/def2-TZVPD" homo_lumo_gap_ev=10.09 lumo_energy_ev=0.7502 smiles="COP(=N)(N)N" de_lowest_kcal_mol=42.2 energy_ev=-16972.964
H 1.203 -1.763 -1.870
H -1.625 -1.480 1.829
P 0.145 -0.061 -0.705
H -1.921 0.354 1.272
N -1.133 -0.037 -1.511
H 2.230 -0.931 -0.642
H 1.671 1.577 0.573
H -1.270 0.479 -2.409
N 1.373 -0.925 -1.309
N 1.124 1.723 -0.229
H -0.694 0.045 2.506
C -1.195 -0.386 1.703
O -0.156 -0.711 0.746
H 0.250 2.118 0.047